Density functional theory data (ωB97M-V with the def2-TZVPD basis set) for 2 unconnected molecules or ions with the total composition H2 in a non-equilibrium geometry.

Geometry as XYZ:
```
2
Properties=species:S:1:pos:R:3:forces:R:3
H 0.000000 0.000000 1.289508 0.000 0.000 -1.940
H 0.000000 0.000000 -1.289508 0.000 0.000 1.940
```
Positions in Å, forces in eV/Å.

Summary:
relative energy (zero: lowest compared OMol25 entry of this formula, charge and spin) = 6.434 eV
LUMO = -3.399 eV
gap between HOMO and LUMO = 0.2289 Eh

Charges in e, computed with Mulliken, in the same order as the atoms: 0.000 0.000